C4H3BrO | ωB97M-V with the def2-TZVPD basis set

Structure (ORCA input):
```
! wB97M-V def2-TZVPD RIJCOSX def2/J DEFGRID3
* xyz 0 1
Br -3.04382 1.83305 -1.37499
O 1.78368 -0.47356 -1.06882
C 0.64163 -0.50307 1.02396
C 0.82162 -0.27104 -0.41801
C -0.47212 0.35320 -0.97729
C -1.50439 0.99963 -0.91558
H -0.20459 0.08350 1.42004
H 0.26357 -1.57433 0.81302
H 1.71445 -0.44737 1.49767
*
```

Calculated values
SMILES: CC(=O)C#CBr
LUMO level (eV): 0.36
Max |F| (eV Å⁻¹): 3.4
HOMO energy (eV): -10.12
Relative energy (zero: lowest compared OMol25 entry of this formula, charge and spin) (kcal/mol): 34.95